Entry 1:
{
  "formula": "C5H9N3O",
  "method": "ωB97M-V/def2-TZVPD",
  "species": ["C", "C", "C", "C", "C", "N", "N", "N", "O", "H", "H", "H", "H", "H", "H", "H", "H", "H"],
  "coordinates": [[-0.11, 1.21, -0.06], [0.32, -1.37, -0.10], [-1.06, 0.56, 0.85], [-1.08, -0.97, 0.35], [-0.70, 2.12, -1.04], [1.13, 0.95, -0.04], [1.34, -1.09, 0.83], [2.48, -1.59, 0.33], [0.66, -1.94, -1.11], [-0.82, 0.61, 1.93], [-2.14, 0.97, 0.79], [-1.88, -0.97, -0.46], [-1.16, -1.57, 1.19], [-0.93, 1.63, -1.98], [0.12, 2.74, -1.30], [-1.59, 2.57, -0.68], [2.29, -2.05, -0.55], [3.14, -1.80, 1.04]],
  "e_above_lowest_ev": 4.7921,
  "homo_lumo_gap_ev": [8.623, 8.508],
  "e_homo_ev": [-8.9, -8.2]
}



Entry 2:
{
  "formula": "C5H9N3O2",
  "method": "ωB97M-V/def2-TZVPD",
  "species": ["C", "C", "C", "C", "C", "N", "N", "N", "O", "O", "H", "H", "H", "H", "H", "H", "H", "H", "H"],
  "coordinates": [[0.65, -0.10, -0.14], [-1.69, 0.39, -0.44], [-0.90, 1.65, -0.05], [-0.63, -0.74, -0.53], [-0.97, -1.80, 0.54], [1.97, -0.82, -0.17], [0.49, 1.14, 0.18], [3.08, -0.10, 0.03], [2.97, 1.10, 0.30], [4.13, -0.65, -0.11], [-2.38, 0.21, 0.25], [-2.16, 0.66, -1.31], [-0.66, 2.46, -0.76], [-1.40, 2.07, 0.75], [-0.70, -1.06, -1.60], [-0.22, -2.66, 0.69], [-2.04, -2.26, 0.28], [-0.89, -1.19, 1.54], [1.33, 1.71, 0.58]],
  "e_above_lowest_ev": 5.2259,
  "homo_lumo_gap_ev": 9.903,
  "e_homo_ev": -9.5
}



Entry 3:
{
  "formula": "C5H9N3O2",
  "method": "ωB97M-V/def2-TZVPD",
  "species": ["C", "C", "C", "C", "C", "H", "H", "H", "H", "H", "H", "H", "H", "H", "N", "N", "N", "O", "O"],
  "coordinates": [[2.43, 1.29, -2.13], [-2.43, 0.35, 1.81], [-1.93, -0.87, 2.43], [-0.83, -1.48, 1.98], [-0.75, -0.08, -0.02], [1.50, -0.44, -1.34], [2.21, -0.70, -2.81], [3.27, 1.54, -2.81], [1.54, 1.91, -2.54], [2.81, 1.65, -1.19], [-2.30, 1.30, -0.10], [-2.38, -0.97, 3.40], [-0.36, -2.34, 2.41], [0.56, -1.64, 0.39], [2.31, -0.17, -1.94], [-1.86, 0.60, 0.52], [-0.29, -1.17, 0.75], [-3.20, 1.11, 2.36], [-0.28, 0.13, -1.15]],
  "e_above_lowest_ev": 0.1637,
  "homo_lumo_gap_ev": 9.053,
  "e_homo_ev": -8.7
}



Entry 4:
{
  "formula": "C5H9N3O3P",
  "method": "ωB97M-V/def2-TZVPD",
  "species": ["C", "C", "C", "C", "C", "N", "N", "N", "O", "O", "O", "P", "H", "H", "H", "H", "H", "H", "H", "H", "H"],
  "coordinates": [[-1.82, -1.29, -2.09], [-2.03, -0.58, -0.18], [-1.42, 0.52, -0.89], [1.54, -0.98, 0.51], [2.35, 0.26, 0.70], [-2.27, -1.62, -0.93], [-1.22, 0.01, -2.12], [-2.51, -0.54, 1.19], [1.65, 3.00, -0.26], [0.37, 3.32, 2.05], [1.67, 1.17, 1.53], [0.92, 2.52, 0.96], [-2.09, -2.01, -2.84], [2.16, -1.64, 0.11], [1.09, -1.33, 1.40], [0.93, -0.71, -0.27], [2.52, 0.85, -0.20], [3.31, 0.08, 1.06], [-0.83, 0.48, -2.93], [-1.79, 0.00, 1.67], [-2.51, -1.51, 1.52]],
  "e_above_lowest_ev": 4.0298,
  "homo_lumo_gap_ev": [5.611, 5.610],
  "e_homo_ev": [-2.9, -2.9],
  "charge": -1
}



Entry 5:
{
  "formula": "C5H9N3O4",
  "method": "ωB97M-V/def2-TZVPD",
  "species": ["C", "C", "C", "C", "C", "N", "N", "N", "O", "O", "O", "O", "H", "H", "H", "H", "H", "H", "H", "H", "H"],
  "coordinates": [[0.55, -1.26, 1.44], [1.61, 0.97, -0.47], [-3.38, 0.22, 0.44], [1.24, 1.84, 0.61], [1.57, -1.02, -1.78], [1.29, -0.25, -0.59], [-3.31, -0.74, -0.61], [-2.64, 0.81, 1.14], [-2.69, -0.35, -1.58], [-3.79, -1.85, -0.47], [-0.64, -1.05, 1.33], [-2.13, 1.44, 2.01], [1.13, -0.61, 2.13], [1.16, -2.15, 1.06], [2.32, 1.43, -1.33], [0.88, 2.77, 0.26], [1.83, 2.00, 1.51], [0.26, 1.39, 1.13], [2.62, -0.81, -2.11], [1.31, -2.06, -1.57], [0.83, -0.70, -2.55]],
  "e_above_lowest_ev": 7.6962,
  "homo_lumo_gap_ev": 8.620,
  "e_homo_ev": -9.5
}



Entry 6:
{
  "formula": "C5H9N3OS",
  "method": "ωB97M-V/def2-TZVPD",
  "species": ["C", "C", "C", "C", "C", "N", "N", "N", "O", "S", "H", "H", "H", "H", "H", "H", "H", "H", "H"],
  "coordinates": [[-1.13, 0.08, -0.87], [0.53, -1.96, -0.46], [-1.30, 1.31, 0.09], [-0.72, -1.09, -0.07], [1.05, 1.55, 0.69], [-0.34, -0.18, 1.47], [-0.27, 1.21, 1.04], [1.46, -1.36, -1.15], [-1.49, 0.16, -2.03], [0.52, -3.53, 0.02], [-1.38, 2.26, -0.47], [-2.27, 1.13, 0.52], [-1.60, -1.69, 0.22], [1.76, 0.84, 1.13], [1.31, 1.61, -0.41], [1.34, 2.52, 1.24], [-1.07, -0.44, 2.11], [1.44, -0.43, -1.55], [2.15, -2.00, -1.52]],
  "e_above_lowest_ev": 2.1429,
  "homo_lumo_gap_ev": 8.795,
  "e_homo_ev": -8.6
}